# C74H176F18N10O28S6

16 unconnected molecules or ions with the total composition C74H176F18N10O28S6 in a non-equilibrium geometry (the ωB97M-V functional and the def2-TZVPD basis, OMol25).

- Total charge: +4
- Molecular weight: 2188.63 g mol⁻¹
- Frontier orbital gap: 8.2609 eV

Element x y z (Å)
C 5.101 2.257 -3.735
N 4.135 3.001 -4.431
C 2.772 2.731 -3.943
C 4.358 4.488 -4.190
C 4.270 2.759 -5.908
C 4.104 1.356 -6.414
O 2.955 0.750 -5.897
H 4.984 2.361 -2.652
H 6.055 2.685 -3.915
H 5.037 1.226 -3.995
H 2.688 1.628 -3.932
H 1.989 3.136 -4.633
H 2.785 3.166 -2.934
H 5.341 4.722 -4.619
H 4.469 4.604 -3.114
H 3.524 5.113 -4.581
H 5.219 3.146 -6.252
H 3.462 3.360 -6.303
H 4.992 0.747 -6.231
H 3.993 1.421 -7.501
H 3.223 0.007 -5.301
C -1.221 7.546 4.462
N -1.627 7.383 3.035
C -3.098 7.504 2.967
C -0.870 8.362 2.311
C -1.330 6.003 2.551
C 0.093 5.622 2.101
O 1.039 5.756 3.192
H -0.217 7.162 4.685
H -1.965 7.012 5.050
H -1.258 8.613 4.691
H -3.559 6.735 3.525
H -3.342 7.486 1.894
H -3.196 8.506 3.282
H -1.233 8.463 1.279
H 0.185 8.099 2.361
H -1.069 9.304 2.806
H -2.024 5.747 1.748
H -1.565 5.332 3.388
H 0.510 6.131 1.245
H -0.047 4.558 1.923
H 1.830 5.297 2.876
C -0.616 1.907 0.324
N 0.227 0.692 -0.002
C -0.599 -0.432 -0.417
C 1.163 1.120 -1.102
C 1.023 0.301 1.226
C 2.154 -0.714 1.147
O 1.708 -2.047 1.258
H -1.206 1.725 1.226
H -1.240 2.084 -0.538
H 0.008 2.727 0.533
H -1.082 -0.175 -1.358
H -1.380 -0.629 0.309
H 0.016 -1.311 -0.494
H 1.748 0.278 -1.493
H 1.764 1.913 -0.702
H 0.538 1.389 -1.960
H 0.421 0.042 2.068
H 1.528 1.233 1.525
H 2.846 -0.398 1.928
H 2.642 -0.667 0.151
H 2.459 -2.660 1.417
C 4.767 4.492 5.255
N 4.142 3.179 5.586
C 5.251 2.221 5.877
C 3.279 3.366 6.803
C 3.292 2.801 4.422
C 2.947 1.339 4.308
O 2.306 0.835 5.405
H 5.250 4.733 6.172
H 4.027 5.243 4.951
H 5.405 4.321 4.396
H 5.879 2.722 6.620
H 5.767 2.056 4.945
H 4.816 1.287 6.287
H 3.887 3.718 7.640
H 2.825 2.376 6.962
H 2.502 4.106 6.596
H 3.910 3.032 3.574
H 2.311 3.318 4.467
H 3.826 0.727 4.023
H 2.335 1.231 3.429
H 1.337 0.969 5.264
C 0.431 -7.556 1.848
C 1.127 -7.646 0.477
N 0.870 -6.501 -0.430
C 1.231 -5.145 0.130
C 1.652 -6.686 -1.755
C 3.200 -6.642 -1.544
C -0.690 -6.582 -0.870
C -1.103 -5.755 -2.043
O -0.932 -4.428 -1.709
C -1.689 -3.481 -2.463
H 0.737 -6.674 2.368
H 0.706 -8.399 2.532
H -0.662 -7.514 1.758
H 0.731 -8.568 -0.021
H 2.205 -7.682 0.591
H 0.341 -4.802 0.627
H 1.383 -4.437 -0.662
H 2.130 -5.226 0.727
H 1.468 -5.817 -2.363
H 1.221 -7.526 -2.298
H 3.563 -7.414 -0.862
H 3.467 -5.682 -1.138
H 3.775 -6.614 -2.461
H -1.232 -6.241 0.019
H -0.962 -7.632 -1.047
H -2.158 -6.038 -2.200
H -0.583 -5.987 -3.000
H -1.193 -3.327 -3.406
H -1.740 -2.602 -1.883
H -2.726 -3.844 -2.676
C -6.722 -8.518 -3.552
C -7.913 -8.317 -2.549
N -7.941 -6.997 -1.787
C -7.903 -5.860 -2.770
C -9.219 -6.925 -0.922
C -9.338 -7.937 0.204
C -6.692 -6.807 -0.910
C -6.647 -5.914 0.237
O -6.929 -4.524 -0.038
C -6.651 -3.740 1.103
H -6.827 -9.550 -3.983
H -5.799 -8.346 -2.933
H -6.856 -7.829 -4.377
H -7.866 -9.097 -1.817
H -8.921 -8.364 -2.984
H -7.003 -6.066 -3.380
H -7.875 -4.876 -2.341
H -8.737 -5.924 -3.482
H -10.030 -6.940 -1.663
H -9.167 -5.882 -0.526
H -9.542 -8.948 -0.169
H -10.183 -7.679 0.782
H -8.470 -8.022 0.895
H -5.902 -6.542 -1.641
H -6.427 -7.780 -0.488
H -5.555 -6.024 0.605
H -7.332 -6.326 0.986
H -7.144 -2.799 0.820
H -5.557 -3.680 1.212
H -7.156 -4.185 1.995
C -0.122 3.388 -7.902
C -1.525 3.305 -7.271
N -2.084 4.615 -6.764
C -1.230 5.088 -5.614
C -2.080 5.761 -7.819
C -2.712 5.412 -9.177
C -3.487 4.272 -6.280
C -4.387 5.382 -5.770
O -3.830 6.213 -4.809
C -3.914 5.669 -3.517
H -0.125 3.864 -8.859
H 0.177 2.375 -8.043
H 0.586 3.882 -7.237
H -1.569 2.715 -6.353
H -2.192 2.842 -8.047
H -1.203 4.305 -4.917
H -1.698 5.979 -5.163
H -0.203 5.228 -5.953
H -1.038 5.986 -7.949
H -2.554 6.627 -7.390
H -2.119 4.703 -9.720
H -2.701 6.208 -9.939
H -3.730 5.128 -9.068
H -3.445 3.376 -5.592
H -4.022 3.840 -7.157
H -5.331 4.901 -5.488
H -4.597 6.036 -6.606
H -3.404 4.687 -3.448
H -4.961 5.669 -3.179
H -3.416 6.320 -2.846
C 1.506 -2.187 4.570
C 0.984 -2.260 5.997
N 1.226 -3.574 6.702
C 2.668 -3.997 6.734
C 0.637 -3.491 8.126
C 1.369 -2.396 8.898
C 0.521 -4.764 6.015
C -0.981 -4.533 5.611
O -0.970 -3.847 4.394
C -2.053 -3.012 4.092
H 2.595 -2.029 4.547
H 1.021 -1.285 4.133
H 1.374 -3.058 3.875
H -0.129 -2.097 6.063
H 1.417 -1.453 6.513
H 2.750 -4.826 7.437
H 3.240 -3.115 7.072
H 2.948 -4.269 5.704
H 0.738 -4.524 8.543
H -0.437 -3.302 7.984
H 1.290 -1.434 8.433
H 2.424 -2.623 8.983
H 0.940 -2.514 9.942
H 0.659 -5.599 6.693
H 1.069 -4.873 5.097
H -1.566 -4.021 6.362
H -1.487 -5.485 5.479
H -2.025 -1.990 4.572
H -3.009 -3.426 4.410
H -1.900 -2.824 3.042
C -6.158 -0.349 -3.400
C -6.356 -0.071 -1.906
N -7.097 1.281 -1.676
C -6.084 2.438 -1.975
C -8.259 1.491 -2.580
C -9.226 0.249 -2.621
C -7.557 1.486 -0.260
C -6.505 1.434 0.877
O -5.994 0.141 0.915
C -4.617 -0.091 1.204
H -7.020 -0.324 -4.024
H -5.703 -1.302 -3.627
H -5.495 0.364 -3.820
H -5.417 -0.060 -1.335
H -7.094 -0.755 -1.525
H -6.487 3.386 -1.630
H -5.935 2.405 -3.060
H -5.137 2.217 -1.485
H -7.999 1.648 -3.606
H -8.747 2.398 -2.286
H -8.785 -0.751 -2.688
H -9.753 0.296 -3.576
H -9.982 0.387 -1.831
H -8.218 0.599 -0.062
H -8.091 2.434 -0.206
H -6.996 1.674 1.836
H -5.659 2.149 0.776
H -4.118 0.734 0.691
H -4.259 -1.043 0.758
H -4.305 -0.146 2.339
C 6.351 -1.978 0.613
C 7.647 -1.452 0.254
N 7.821 0.058 0.606
C 6.921 0.862 -0.350
C 7.410 0.336 2.087
C 8.356 -0.269 3.081
C 9.323 0.362 0.389
C 9.656 1.898 0.402
O 9.069 2.581 1.439
C 9.808 3.754 1.818
H 6.142 -3.010 0.293
H 5.538 -1.456 0.121
H 6.212 -2.117 1.661
H 7.872 -1.421 -0.816
H 8.429 -2.061 0.789
H 7.145 0.501 -1.353
H 7.081 1.906 -0.236
H 5.846 0.687 -0.211
H 6.379 0.059 2.230
H 7.430 1.412 2.073
H 8.125 -0.064 4.121
H 9.285 0.225 2.980
H 8.368 -1.375 3.090
H 9.518 -0.001 -0.671
H 9.944 -0.229 1.121
H 9.324 2.282 -0.600
H 10.718 2.030 0.448
H 10.875 3.628 2.044
H 9.343 4.205 2.689
H 9.700 4.560 1.081
C -1.745 -0.210 -4.435
F -2.527 -1.292 -4.682
F -0.746 -0.662 -3.672
F -1.221 0.266 -5.607
S -2.703 1.110 -3.537
O -3.333 0.372 -2.489
O -1.721 2.097 -3.162
O -3.632 1.509 -4.562
C 5.028 -5.921 2.334
F 6.116 -5.387 1.846
F 4.408 -6.690 1.422
F 5.369 -6.708 3.401
S 3.902 -4.513 2.903
O 2.702 -5.171 3.447
O 4.587 -3.732 3.865
O 3.686 -3.758 1.666
C 0.800 5.090 -1.726
F 0.354 4.016 -2.516
F 1.294 4.667 -0.531
F 1.817 5.740 -2.355
S -0.608 6.220 -1.440
O -1.524 5.295 -0.827
O -0.005 7.215 -0.624
O -0.931 6.730 -2.762
C -2.965 0.813 5.534
F -3.476 1.876 6.054
F -2.336 0.099 6.456
F -4.029 0.078 5.012
S -1.718 1.252 4.113
O -0.388 1.317 4.704
O -1.829 0.117 3.221
O -2.256 2.473 3.590
C 4.580 -3.162 -3.057
F 5.547 -3.678 -2.307
F 4.651 -3.566 -4.327
F 3.447 -3.570 -2.512
S 4.596 -1.290 -2.977
O 5.913 -0.849 -2.697
O 4.184 -0.917 -4.310
O 3.692 -0.949 -1.902
C 4.708 5.273 1.048
F 3.895 6.248 0.712
F 5.832 5.382 0.348
F 4.939 5.463 2.383
S 3.943 3.548 0.947
O 3.828 3.182 -0.437
O 4.799 2.694 1.690
O 2.656 3.787 1.505

=====

# C19H38PY

A molecular structure, C19H38PY in a non-equilibrium geometry (the ωB97M-V functional and the def2-TZVPD basis, OMol25).

- Total charge: +2
- Molecular weight: 386.39 g mol⁻¹
- Frontier orbital gap (spin up / spin down): 5.7922 / 5.7291 eV

Element x y z (Å)
C 1.120 2.055 -1.025
H 1.912 2.691 -0.595
H 1.473 1.611 -1.973
H 1.607 -1.279 1.481
C -0.091 2.948 -1.254
H -0.958 2.379 -1.616
H -0.387 3.373 -0.285
C 0.147 4.131 -2.216
H -0.745 4.768 -2.233
H 0.995 4.748 -1.897
H 0.355 3.806 -3.244
C -0.797 -1.905 -0.267
C -1.416 -1.010 -1.181
C -0.467 -0.662 -2.177
C 0.751 -1.361 -1.898
C 0.528 -2.192 -0.747
C 1.484 -3.202 -0.183
C 2.015 -1.237 -2.675
C -0.765 0.115 -3.408
C -2.864 -0.671 -1.198
C -1.520 -2.544 0.858
Y 1.129 0.109 0.268
H 2.903 -1.320 -2.023
H 2.098 -2.033 -3.433
H 2.041 -0.279 -3.222
H 2.535 -2.905 -0.353
H 1.342 -3.308 0.906
H 1.361 -4.208 -0.632
H -2.058 -1.780 1.442
H -2.280 -3.264 0.501
H -0.843 -3.080 1.532
H -3.085 0.146 -1.899
H -3.490 -1.533 -1.498
H -3.211 -0.351 -0.203
H -0.033 0.920 -3.559
H -0.755 -0.512 -4.318
H -1.759 0.577 -3.348
C -1.207 -1.658 4.452
C -1.391 -0.176 4.111
P -0.500 0.489 2.640
C -0.773 2.304 2.743
C -1.006 2.917 4.122
C 1.279 0.328 3.174
C 1.649 0.750 4.584
H -1.614 -2.318 3.675
H -1.755 -1.870 5.383
H -0.152 -1.922 4.621
H -2.461 0.029 3.935
H -1.102 0.441 4.976
H 0.090 2.791 2.265
H -1.646 2.500 2.103
H -0.111 2.888 4.755
H -1.277 3.974 4.009
H -1.824 2.441 4.674
H 1.501 -0.747 3.113
H 1.918 0.894 2.464
H 1.002 0.289 5.341
H 2.685 0.430 4.779
H 1.624 1.838 4.696

=====

# C3H8NO

A molecular structure, C3H8NO in a non-equilibrium geometry (the ωB97M-V functional and the def2-TZVPD basis, OMol25).

- Relative energy (zero: lowest compared OMol25 entry of this formula, charge and spin): 3.596 eV
- Total charge: -1
- Molecular weight: 74.10 g mol⁻¹
- Frontier orbital gap: 5.7146 eV

Element x y z (Å)
C 1.259 0.170 -0.735
C -0.205 -0.334 -0.657
C -1.165 0.514 0.091
O -2.230 0.232 0.581
N 2.184 -0.588 0.049
H 1.205 1.177 -0.280
H 1.484 0.327 -1.816
H -0.616 -1.089 -1.321
H -0.306 -0.575 0.467
H -0.840 1.569 0.022
H 0.370 -0.143 2.761
H 2.429 -1.439 -0.475
H 0.202 0.572 2.664

=====

# C3H6N2S

C3H6N2S in the gas phase in a non-equilibrium geometry (the ωB97M-V functional and the def2-TZVPD basis, OMol25).

- Relative energy (zero: lowest compared OMol25 entry of this formula, charge and spin): 0.219 eV
- Total charge: 0
- Molecular weight: 102.16 g mol⁻¹
- SMILES: N/C=C\C(N)=S
- Frontier orbital gap: 8.7763 eV

Element x y z (Å)
C 1.442 -0.291 -0.001
C 0.124 -0.705 -0.013
C -1.044 0.130 -0.024
H 1.239 1.748 0.020
H 2.890 1.197 -0.055
H 2.204 -1.067 0.075
H -0.071 -1.757 0.073
H -3.141 -0.025 0.005
H -2.240 -1.518 -0.068
N 1.904 0.960 -0.014
N -2.247 -0.503 0.000
S -1.060 1.833 0.003

=====

# C39H44AsIN5O6S5Sn

A molecular structure, C39H44AsIN5O6S5Sn in a non-equilibrium geometry (the ωB97M-V functional and the def2-TZVPD basis, OMol25).

- Relative energy (zero: lowest compared OMol25 entry of this formula, charge and spin): 0.962 eV
- Total charge: +1
- Molecular weight: 1159.68 g mol⁻¹
- Frontier orbital gap: 6.9786 eV

Element x y z (Å)
Sn -0.021 -0.568 0.077
O 0.317 -4.458 1.832
S 0.164 -3.173 1.277
O -0.641 -3.041 0.083
O 1.365 -2.364 1.149
O -0.749 -2.249 2.276
C -3.348 3.606 -3.398
C -2.008 4.188 -2.960
C -1.732 3.918 -1.488
S -1.649 2.080 -1.330
O -0.311 1.814 -0.700
C -2.885 1.812 0.009
C -2.374 2.003 1.425
C -2.184 3.455 1.844
H -3.520 3.835 -4.446
H -4.166 4.037 -2.824
H -3.359 2.524 -3.277
H -2.002 5.264 -3.139
H -1.207 3.739 -3.552
H -2.522 4.315 -0.858
H -0.769 4.318 -1.184
H -3.173 0.769 -0.134
H -3.733 2.457 -0.214
H -1.408 1.476 1.537
H -3.094 1.527 2.098
H -1.383 3.923 1.279
H -1.928 3.502 2.900
H -3.097 4.028 1.692
S -4.760 -2.741 6.815
C -3.417 -2.207 6.072
S -2.178 -3.262 5.355
C -1.403 -1.815 4.726
N -1.989 -0.721 5.050
N -3.068 -0.902 5.805
C -3.831 0.235 6.175
C -3.892 1.307 5.289
C -4.650 2.419 5.605
C -5.361 2.467 6.792
C -5.264 1.418 7.689
C -4.492 0.306 7.394
S 0.027 -1.874 3.708
H -3.344 1.254 4.361
H -4.685 3.253 4.919
H -5.988 3.317 7.020
H -5.781 1.456 8.635
H -4.416 -0.497 8.107
I 4.065 4.337 0.902
C 3.429 2.511 1.728
C 4.071 1.957 2.824
C 3.640 0.714 3.260
C 2.595 0.093 2.593
N 1.951 0.660 1.580
C 2.361 1.845 1.147
H 4.884 2.468 3.317
H 4.111 0.230 4.099
H 2.270 -0.899 2.864
H 1.811 2.249 0.307
C 3.684 -0.044 -6.554
C 4.580 -0.179 -5.507
C 4.124 -0.359 -4.211
C 2.759 -0.408 -3.946
C 1.869 -0.288 -5.009
C 2.324 -0.101 -6.303
As 1.962 -0.820 -2.126
C 1.985 -2.749 -2.474
C 3.153 -3.470 -2.697
C 3.097 -4.836 -2.911
C 1.877 -5.493 -2.898
C 0.706 -4.775 -2.724
C 0.762 -3.407 -2.526
C 3.591 -0.546 -1.079
C 4.263 0.671 -1.197
C 5.418 0.909 -0.473
C 5.890 -0.051 0.409
C 5.207 -1.245 0.562
C 4.068 -1.498 -0.185
H 4.045 0.104 -7.560
H 5.642 -0.149 -5.700
H 4.836 -0.464 -3.402
H 0.804 -0.356 -4.805
H 1.623 0.001 -7.117
H 4.107 -2.953 -2.703
H 4.008 -5.390 -3.087
H 1.840 -6.564 -3.027
H -0.246 -5.287 -2.727
H -0.150 -2.835 -2.375
H 3.877 1.427 -1.878
H 5.964 1.832 -0.607
H 6.794 0.127 0.972
H 5.571 -1.993 1.253
H 3.534 -2.431 -0.062
C -3.408 -2.777 -1.671
N -2.987 -2.065 -2.862
C -2.168 -1.013 -2.778
N -1.737 -0.446 -3.927
O -1.850 -0.507 -1.684
H -4.119 -3.546 -1.953
H -3.883 -2.076 -0.983
H -2.549 -3.225 -1.163
H -3.146 -2.500 -3.756
H -1.914 -0.852 -4.828
H -1.085 0.317 -3.838

=====

- Which of these has the highest total charge?
  C74H176F18N10O28S6

=====

- Which value of molecular weight does entry 2 give?
  386.39 g mol⁻¹